Entry 1:
C12H9NS | ωB97M-V/def2-TZVPD

Computed properties:
**Kohn-Sham gap (alpha / beta)**: 0.219 / 0.240 Ha
**Multiplicity**: 1
**Charge**: 0
**Relative energy (zero: lowest compared OMol25 entry of this formula, charge and spin)**: 125.5 kcal per mole
**Electronic energy**: -24907.853 eV

Cartesian coordinates (Å):
1 S 3.1238 0.0975 0.8757
2 N 1.4183 -0.0863 -3.0873
3 C 1.4104 1.9630 0.6748
4 C 3.7278 1.7594 0.5415
5 C -1.1176 -0.7306 -0.5611
6 C -2.3538 -1.4370 1.4292
7 C -1.2809 -0.8519 0.7985
8 C -2.0021 -1.5064 -1.3777
9 C 0.7810 -0.3407 -2.1254
10 C 2.5528 2.5941 0.5841
11 C 1.4943 0.5752 0.8789
12 C -3.3080 -2.0279 0.6025
13 C -3.0965 -2.0491 -0.8216
14 C 0.0813 -0.2663 -1.0330
15 H -2.0273 -1.3009 -2.4230
16 H 4.0851 1.9441 -0.5009
17 H -2.5936 -1.2673 2.4489
18 H 0.5287 2.4111 0.7054
19 H 4.5884 2.1514 1.1006
20 H -3.8739 -2.4451 -1.4846
21 H -4.2238 -2.5032 0.9702
22 H 2.6465 3.6021 0.4481
23 H -0.5608 -0.2853 1.3564

Entry 2:
C4H8N2O3 | ωB97M-V/def2-TZVPD

Computed properties:
**Kohn-Sham gap**: 0.331 Ha
**Multiplicity**: 1
**Charge**: 0
**Relative energy (zero: lowest compared OMol25 entry of this formula, charge and spin)**: 133.8 kcal per mole
**Electronic energy**: -13395.887 eV

Cartesian coordinates (Å):
1 O 1.2919 -1.3344 -0.9365
2 O -2.9545 -0.6010 0.6362
3 O -1.3208 -2.0495 0.0163
4 N -1.4946 1.4534 -0.5981
5 N 2.8216 -0.1514 0.4719
6 C 1.5243 -0.3543 -0.1191
7 C 0.4516 0.6213 0.0676
8 C -1.9109 -0.8138 0.0952
9 C -0.8441 0.2347 -0.5270
10 H -0.7006 -0.4096 -1.5714
11 H 0.7141 1.7326 -0.3387
12 H -1.6074 2.0592 0.5703
13 H 0.4331 0.9007 1.2582
14 H 3.5503 -0.8198 0.4332
15 H -0.4826 -1.9608 -0.3059
16 H 3.1503 0.3489 1.7203
17 H -2.6216 1.1438 -0.8724